C32H68N5O7 | ωB97M-V with the def2-TZVPD basis set

Values from the calculation:
Multiplicity   1
Electronic energy   -56057.33632 eV
HOMO energy   -10.982 eV
Total charge   +1
Maximum force   3.21 eV Å⁻¹
Gap between HOMO and LUMO   7.807 eV

Last columns: bonded neighbours and bond lengths (Å).
Geometry (Å):
1 C -4.299 2.674 5.977  C2 1.574, H33 1.100, H34 1.103, H35 1.106
2 C -4.145 1.643 4.798  C1 1.574, C3 1.566, H36 1.100, H37 1.107
3 C -3.562 0.300 5.353  C2 1.566, C4 1.558, H38 1.103, H39 1.110
4 C -2.334 -0.276 4.586  C3 1.558, C5 1.550, H40 1.111, H41 1.104
5 C -1.284 0.767 4.124  C4 1.550, C6 1.579, H42 1.110, H43 1.105
6 C -0.106 -0.025 3.433  C5 1.579, C7 1.545, H44 1.105, H45 1.100
7 C 1.261 0.194 4.120  C6 1.545, C8 1.552, H46 1.103, H47 1.109
8 C 1.961 1.534 3.768  C7 1.552, C9 1.554, H48 1.107, H49 1.107
9 C 2.666 1.574 2.384  C8 1.554, C10 1.560, N28 1.484, H50 1.110
10 C 3.130 2.962 1.844  C9 1.560, C11 1.584, N14 1.500, H51 1.100
11 C 2.854 4.264 2.703  C10 1.584, C12 1.546, H52 1.105, H53 1.103
12 C 1.927 5.302 2.030  C11 1.546, O13 1.180, H54 1.122
13 O 2.328 6.070 1.228  C12 1.180
14 N 2.405 3.175 0.549  C10 1.500, C15 1.439, H55 1.031
15 C 1.596 1.999 0.367  N14 1.439, N16 1.283, N28 1.432
16 N 0.649 1.960 -0.498  C15 1.283, C17 1.494, C24 1.467
17 C -0.115 0.689 -0.684  N16 1.494, O18 1.381, H56 1.109, H57 1.101
18 O -1.206 0.818 -1.521  C17 1.381, C19 1.438
19 C -2.375 1.335 -0.862  O18 1.438, C20 1.565, H58 1.106, H59 1.106
20 C -3.086 0.293 0.064  C19 1.565, O21 1.419, H60 1.113, H61 1.111
21 O -4.364 -0.042 -0.452  C20 1.419, C22 1.426
22 C -5.405 0.176 0.497  O21 1.426, C23 1.562, H62 1.107, H63 1.107
23 C -5.360 -0.829 1.692  C22 1.562, H64 1.101, H65 1.107, H66 1.099
24 C 0.401 3.158 -1.309  N16 1.467, C25 1.600, H67 1.100, H68 1.096
25 C -0.355 4.234 -0.397  C24 1.600, C26 1.550, O27 1.407, H69 1.110
26 C -1.674 4.774 -1.007  C25 1.550, O27 1.491, H70 1.092, H71 1.093
27 O -0.400 5.542 -0.915  C25 1.407, C26 1.491
28 N 2.027 0.927 1.211  C9 1.484, C15 1.432, C29 1.517
29 C 3.011 0.237 0.284  N28 1.517, C30 1.580, H72 1.105, H73 1.111
30 C 2.767 -1.306 0.046  C29 1.580, C31 1.553, H74 1.107, H75 1.103
31 C 1.593 -1.940 0.838  C30 1.553, O32 1.430, H76 1.108, H77 1.099
32 O 2.083 -2.470 2.073  C31 1.430, H78 0.967
33 H -4.269 2.178 6.958  C1 1.100
34 H -3.540 3.473 5.947  C1 1.103
35 H -5.288 3.161 5.892  C1 1.106
36 H -3.600 2.057 3.937  C2 1.100
37 H -5.178 1.455 4.446  C2 1.107
38 H -3.335 0.330 6.432  C3 1.103
39 H -4.370 -0.454 5.256  C3 1.110
40 H -1.808 -0.949 5.297  C4 1.111
41 H -2.591 -0.904 3.717  C4 1.104
42 H -1.709 1.423 3.335  C5 1.110
43 H -0.929 1.443 4.922  C5 1.105
44 H -0.332 -1.105 3.496  C6 1.105
45 H -0.084 0.275 2.374  C6 1.100
46 H 1.984 -0.625 3.972  C7 1.103
47 H 1.066 0.229 5.211  C7 1.109
48 H 2.759 1.696 4.518  C8 1.107
49 H 1.241 2.365 3.896  C8 1.107
50 H 3.609 1.026 2.586  C9 1.110
51 H 4.213 3.011 1.658  C10 1.100
52 H 3.823 4.783 2.825  C11 1.105
53 H 2.480 4.072 3.722  C11 1.103
54 H 0.845 5.400 2.314  C12 1.122
55 H 3.149 2.954 -0.131  N14 1.031
56 H 0.573 -0.024 -1.181  C17 1.109
57 H -0.380 0.245 0.287  C17 1.101
58 H -2.193 2.300 -0.353  C19 1.106
59 H -3.109 1.542 -1.664  C19 1.106
60 H -3.225 0.769 1.060  C20 1.113
61 H -2.446 -0.597 0.247  C20 1.111
62 H -5.482 1.228 0.832  C22 1.107
63 H -6.352 -0.046 -0.032  C22 1.107
64 H -4.955 -1.785 1.327  C23 1.101
65 H -4.658 -0.409 2.437  C23 1.107
66 H -6.341 -0.920 2.180  C23 1.099
67 H 1.313 3.659 -1.662  C24 1.100
68 H -0.241 2.986 -2.179  C24 1.096
69 H -0.324 4.084 0.702  C25 1.110
70 H -1.863 4.624 -2.072  C26 1.092
71 H -2.406 5.116 -0.271  C26 1.093
72 H 4.061 0.386 0.595  C29 1.105
73 H 2.930 0.716 -0.715  C29 1.111
74 H 2.558 -1.485 -1.026  C30 1.107
75 H 3.697 -1.856 0.268  C30 1.103
76 H 1.241 -2.812 0.252  C31 1.108
77 H 0.720 -1.282 0.956  C31 1.099
78 H 2.788 -1.872 2.356  O32 0.967
79 C 4.705 -5.972 -4.107  C80 1.526, H85 1.090, H86 1.091, H87 1.093
80 C 3.665 -5.660 -3.035  C79 1.526, C81 1.538, N84 1.467, H88 1.094
81 C 3.321 -4.165 -2.919  C80 1.538, O82 1.421, H89 1.094, H90 1.098
82 O 4.309 -3.371 -2.275  C81 1.421, C83 1.418
83 C 5.416 -3.025 -3.092  O82 1.418, H91 1.093, H92 1.091, H93 1.091
84 N 4.120 -6.214 -1.756  C80 1.467, H94 1.017, H95 1.018
85 H 5.721 -5.744 -3.786  C79 1.090
86 H 4.684 -7.036 -4.350  C79 1.091
87 H 4.502 -5.419 -5.027  C79 1.093
88 H 2.743 -6.178 -3.319  C80 1.094
89 H 2.426 -4.074 -2.296  C81 1.094
90 H 3.065 -3.736 -3.897  C81 1.098
91 H 5.119 -2.852 -4.130  C83 1.093
92 H 6.184 -3.798 -3.042  C83 1.091
93 H 5.852 -2.106 -2.696  C83 1.091
94 H 3.381 -6.101 -1.065  N84 1.017
95 H 4.867 -5.614 -1.411  N84 1.018
96 C -2.667 -2.398 -4.535  C97 1.526, H102 1.090, H103 1.091, H104 1.092
97 C -2.105 -1.029 -4.163  C96 1.526, C98 1.538, N101 1.467, H105 1.095
98 C -2.066 -0.031 -5.332  C97 1.538, O99 1.416, H106 1.095, H107 1.098
99 O -1.036 -0.260 -6.277  C98 1.416, C100 1.418
100 C -1.301 -1.294 -7.211  O99 1.418, H108 1.093, H109 1.092, H110 1.090
101 N -0.778 -1.207 -3.562  C97 1.467, H111 1.015, H112 1.019
102 H -1.946 -3.018 -5.067  C96 1.090
103 H -2.948 -2.946 -3.634  C96 1.091
104 H -3.561 -2.302 -5.155  C96 1.092
105 H -2.768 -0.606 -3.402  C97 1.095
106 H -1.863 0.962 -4.918  C98 1.095
107 H -3.039 0.034 -5.834  C98 1.098
108 H -2.358 -1.331 -7.489  C100 1.093
109 H -0.979 -2.259 -6.816  C100 1.092
110 H -0.713 -1.095 -8.107  C100 1.090
111 H -0.455 -0.308 -3.221  N101 1.015
112 H -0.130 -1.429 -4.315  N101 1.019

These are the Mulliken partial charges, in e, on atoms 1 to 8: atom 1 (C): -1.24, atom 2 (C): -0.04, atom 3 (C): -1.23, atom 4 (C): -0.64, atom 5 (C): -0.42, atom 6 (C): 1.37, atom 7 (C): -1.52, atom 8 (C): -1.34